This record from the OMol25 dataset describes a structure of composition C17H21BiN8O5S3 at a distorted geometry. The level of theory is ωB97M-V/def2-TZVPD.

XYZ file:
```
55
C17H21BiN8O5S3, DFT ωB97M-V/def2-TZVPD
Bi 0.139 1.402 1.940
O 0.041 -0.696 0.429
C -0.940 -1.697 0.796
C -2.224 -0.909 0.877
N -2.202 0.107 1.972
C -2.422 -0.430 3.318
C -1.131 -0.916 4.099
O -1.267 -1.546 5.162
O -0.041 -0.744 3.470
C -3.071 1.320 1.655
C -2.581 2.539 2.504
O -3.378 3.463 2.687
O -1.349 2.591 2.952
H 0.963 -1.042 0.598
H -0.654 -2.157 1.764
H -0.951 -2.513 0.012
H -3.080 -1.591 1.020
H -2.379 -0.406 -0.041
H -3.136 -1.262 3.339
H -2.911 0.410 3.908
H -4.127 1.210 1.843
H -2.783 1.599 0.646
S 1.471 3.726 1.384
C 0.150 3.816 0.321
S -0.377 2.263 -0.393
C -0.613 4.921 0.016
C -1.744 4.827 -0.852
N -2.599 4.663 -1.601
C -0.200 6.215 0.490
N 0.252 7.186 0.911
N 6.216 -2.869 2.496
C 5.617 -1.881 2.363
N 4.869 -0.747 2.346
C 3.793 -0.681 1.635
N 2.781 -0.449 1.052
C -1.861 0.399 -2.981
C -1.283 -0.983 -2.814
N 0.214 -1.158 -2.736
C 0.891 -1.896 -3.631
S 0.248 -2.171 -5.234
N 2.035 -2.448 -3.262
C 2.754 -2.250 -2.009
C 4.201 -2.455 -2.348
H -2.965 0.283 -2.955
H -1.504 0.900 -3.914
H -1.634 1.036 -2.152
H -1.752 -1.733 -3.522
H -1.531 -1.316 -1.777
H 0.545 -1.133 -1.785
H 2.490 -2.944 -3.947
H 2.527 -2.926 -1.147
H 2.617 -1.191 -1.622
H 4.392 -3.523 -2.635
H 4.869 -2.337 -1.507
H 4.613 -1.878 -3.140
```

Computed properties:
HOMO energy   -0.1338 Ha
Orbital gap   0.2816 Ha
Charge   -2
Energy above the lowest of the compared OMol25 structures with the same formula, charge and spin   92.4 kJ/mol
LUMO energy   4.0212 eV